{
  "formula": "C37H27Br2CoF4N3O2P",
  "method": "the ωB97M-V functional and the def2-TZVPD basis",
  "elements": ["Co", "Br", "C", "C", "C", "C", "O", "C", "C", "N", "C", "C", "C", "C", "C", "C", "C", "C", "N", "C", "C", "H", "H", "H", "H", "H", "H", "H", "H", "H", "H", "F", "C", "C", "F", "C", "F", "C", "P", "C", "C", "C", "C", "C", "C", "C", "C", "C", "C", "C", "C", "C", "Br", "C", "F", "H", "H", "H", "H", "H", "H", "H", "H", "H", "H", "C", "N", "C", "C", "O", "H", "H", "H", "H", "H", "H", "H"],
  "coordinates": [[-0.0902, -0.9512, -0.0017], [-2.0902, -3.9423, 6.3603], [-1.2588, -3.0750, 4.8967], [-0.3784, -2.0101, 5.1460], [0.2136, -1.3490, 4.1013], [-0.0386, -1.7142, 2.7573], [0.5048, -1.0343, 1.8054], [-0.9012, -2.8318, 2.5249], [-1.1778, -3.2916, 1.2133], [-0.6711, -2.8038, 0.1175], [-1.0551, -3.3376, -1.1176], [-1.3645, -4.6584, -1.3636], [-1.8229, -5.0541, -2.6299], [-1.9868, -4.1438, -3.6395], [-1.6526, -2.7891, -3.4296], [-1.8236, -1.7783, -4.3992], [-1.4695, -0.4924, -4.0953], [-0.9037, -0.2079, -2.8451], [-0.7308, -1.1200, -1.9109], [-1.1375, -2.3972, -2.1729], [-1.5126, -3.4812, 3.6177], [-0.1769, -1.7105, 6.1658], [0.8900, -0.5216, 4.2781], [-1.9094, -4.0941, 1.1216], [-1.2448, -5.3936, -0.5789], [-2.0558, -6.0967, -2.8000], [-2.3617, -4.4481, -4.6081], [-2.2342, -2.0336, -5.3682], [-1.6084, 0.3092, -4.8072], [-0.5612, 0.7899, -2.6154], [-2.1874, -4.3089, 3.4356], [-3.2298, 0.8343, 5.5109], [-2.5660, 1.0285, 4.3874], [-1.4596, 1.8555, 4.3597], [-1.0649, 2.4667, 5.4664], [-0.7522, 2.0424, 3.1810], [0.2873, 2.8681, 3.2507], [-1.1087, 1.4145, 1.9906], [-0.0712, 1.3676, 0.4631], [-0.8669, 2.5836, -0.6401], [-2.1545, 3.0754, -0.4560], [-2.7158, 3.9282, -1.3971], [-1.9968, 4.3086, -2.5190], [-0.7042, 3.8349, -2.7028], [-0.1466, 2.9736, -1.7731], [1.5171, 2.1442, 0.8823], [2.5265, 1.3144, 1.3710], [3.7594, 1.8509, 1.7083], [3.9966, 3.2086, 1.5500], [2.9947, 4.0324, 1.0554], [1.7574, 3.5080, 0.7209], [-2.2528, 0.6081, 2.0496], [-2.9041, -0.2658, 0.5074], [-2.9677, 0.4104, 3.2160], [-4.0354, -0.3782, 3.2300], [-2.7192, 2.8114, 0.4278], [-3.7204, 4.3007, -1.2442], [-2.4347, 4.9825, -3.2433], [-0.1299, 4.1471, -3.5660], [0.8638, 2.6061, -1.9124], [2.3365, 0.2555, 1.4820], [4.5394, 1.2069, 2.0939], [4.9604, 3.6239, 1.8135], [3.1769, 5.0932, 0.9404], [0.9821, 4.1647, 0.3508], [3.4998, 0.9692, -2.2945], [3.3115, -0.4501, -2.5491], [4.0269, -1.0169, -3.6770], [2.5403, -1.1960, -1.7609], [1.9208, -0.7790, -0.7798], [4.5645, 1.2023, -2.2710], [3.0575, 1.2199, -1.3341], [3.0309, 1.5583, -3.0864], [5.0986, -1.0647, -3.4758], [3.8685, -0.3982, -4.5606], [3.6637, -2.0217, -3.8847], [2.5176, -2.2586, -2.0395]],
  "forces_ev_per_angstrom": [[0.2, 0.0, 0.1], [0.0, 0.0, -0.1], [-0.1, -0.1, 0.1], [0.0, 0.0, -0.2], [0.1, 0.0, 0.0], [-0.2, -0.4, 0.0], [0.0, 0.3, -0.3], [0.2, 0.6, 0.2], [0.1, 0.0, -0.3], [-0.1, 0.1, 0.3], [-0.2, -0.5, -0.3], [0.2, 0.4, 0.2], [-0.1, 0.0, -0.3], [0.0, -0.2, 0.1], [0.1, 0.1, 0.3], [0.1, 0.1, 0.0], [-0.1, -0.1, -0.3], [0.3, -0.1, 0.2], [-0.3, 0.2, 0.3], [-0.1, -0.2, -0.2], [0.0, 0.0, 0.1], [0.0, 0.0, 0.0], [0.0, 0.0, 0.0], [0.1, -0.1, 0.0], [0.0, 0.0, 0.0], [0.0, 0.0, 0.0], [0.0, 0.0, 0.0], [0.0, 0.0, 0.0], [0.0, 0.0, 0.0], [-0.1, 0.0, 0.0], [0.0, 0.0, 0.0], [-0.1, 0.0, 0.1], [0.1, 0.1, -0.1], [-0.1, -0.1, 0.0], [0.0, 0.0, 0.1], [-0.1, 0.0, -0.3], [0.1, 0.0, 0.0], [0.0, -0.1, 0.2], [-0.3, 0.2, 0.1], [0.1, 0.0, -0.1], [0.1, 0.0, 0.0], [-0.1, 0.0, 0.0], [0.0, 0.0, 0.0], [0.0, 0.0, 0.0], [-0.1, 0.0, 0.0], [0.0, -0.2, -0.1], [0.0, 0.0, 0.0], [0.1, 0.0, 0.0], [0.0, -0.1, 0.0], [0.0, 0.1, 0.0], [0.0, -0.1, 0.1], [0.0, 0.1, 0.0], [-0.1, 0.0, 0.1], [0.1, 0.0, -0.2], [-0.1, 0.0, 0.1], [0.0, 0.0, 0.0], [0.0, 0.0, 0.0], [0.0, 0.0, 0.0], [0.0, 0.0, 0.0], [0.0, 0.0, 0.0], [0.0, 0.1, 0.0], [0.0, 0.0, 0.0], [0.0, 0.0, 0.0], [0.0, 0.0, 0.0], [0.0, 0.0, 0.0], [0.0, 0.0, 0.0], [0.0, 0.1, 0.0], [0.1, -0.1, 0.0], [0.0, -0.1, 0.2], [0.2, 0.0, -0.3], [0.0, 0.0, 0.0], [0.0, 0.0, 0.0], [0.0, 0.0, 0.0], [0.0, 0.0, 0.0], [0.0, 0.0, 0.0], [0.0, 0.0, 0.0], [-0.1, 0.0, -0.1]],
  "e_homo_ev": [-10.15, -10.13],
  "multiplicity": 2,
  "total_charge": 1,
  "e_above_lowest_kcal_mol": 0.0,
  "s_squared": 0.758,
  "lumo_energy_ev": [-3.4, -3.3],
  "total_energy_ha": -9012.39790,
  "gap_ha": [0.2495, 0.2498],
  "fmax_ev_per_a": 0.62
}

***

{
  "formula": "C11H13OP",
  "method": "the ωB97M-V functional and the def2-TZVPD basis",
  "elements": ["C", "C", "C", "P", "C", "C", "O", "C", "C", "C", "C", "C", "C", "H", "H", "H", "H", "H", "H", "H", "H", "H", "H", "H", "H", "H"],
  "coordinates": [[-0.4998, 3.0950, 1.5185], [-0.1307, 2.9573, 0.2518], [0.1054, 2.5644, -1.3076], [-1.2508, 1.3881, -1.9556], [-2.8642, 2.3946, -1.7861], [-1.3005, -0.1598, -0.7969], [-0.1726, -0.9515, -1.1840], [0.5719, -1.5491, -0.1370], [1.4949, -2.7889, -0.5772], [2.4221, -3.5359, 0.4377], [2.5230, -3.1023, 1.9790], [1.5973, -1.8839, 2.4401], [0.6731, -1.1525, 1.3731], [-0.8063, 2.8637, 2.6101], [1.1757, 2.1044, -1.3939], [0.1019, 3.5647, -1.8948], [-3.1968, 2.2863, -0.6776], [-3.6341, 1.8475, -2.4630], [-2.6735, 3.4835, -2.0908], [-1.3201, 0.2689, 0.2637], [-2.3362, -0.6595, -0.9729], [1.5033, -3.1362, -1.6877], [3.0791, -4.3940, 0.0557], [3.2348, -3.6496, 2.6880], [1.6360, -1.5331, 3.5380], [0.0539, -0.2663, 1.7556]],
  "forces_ev_per_angstrom": [[1.8, -1.9, -6.4], [-2.2, -0.1, 5.8], [0.6, 1.3, 2.5], [0.5, 0.2, -1.3], [-0.2, -1.1, 1.2], [-1.7, 2.0, 0.6], [0.4, -0.6, 2.5], [3.3, -2.9, 2.6], [0.3, 0.8, 2.9], [-2.0, 3.2, 1.3], [-3.1, 2.4, -3.0], [0.7, -2.0, -4.1], [1.2, -1.7, -0.8], [0.8, 0.9, -2.5], [-2.1, 0.7, 0.1], [-0.1, -1.9, 0.8], [0.2, 0.7, -1.9], [1.3, 1.2, 1.1], [-0.4, -1.7, 0.5], [0.4, -1.1, -1.2], [1.9, 0.5, 0.2], [-0.1, 0.8, 2.3], [-1.2, 1.5, 0.6], [-1.3, 1.0, -1.2], [-0.2, -0.5, -2.1], [1.1, -1.5, -0.6]],
  "e_homo_ev": -8.28,
  "e_above_lowest_kcal_mol": 204.6,
  "lumo_energy_ev": 0.6,
  "total_energy_ha": -843.19333,
  "gap_ha": 0.3264,
  "fmax_ev_per_a": 6.91,
  "smiles": "C#CCP(C)COc1ccccc1"
}

***

{
  "formula": "H4NOPS2",
  "method": "the ωB97M-V functional and the def2-TZVPD basis",
  "elements": ["N", "O", "P", "S", "S", "H", "H", "H", "H"],
  "coordinates": [[0.9847, -0.6651, -1.7004], [1.6134, 0.6728, 0.3027], [0.5298, -0.3816, -0.2874], [0.4492, -1.7811, 1.3236], [-2.3148, 1.4747, 0.9530], [0.5193, -1.4097, -2.1240], [1.9521, 1.2562, -0.3412], [-0.4821, -1.0006, 1.8979], [-3.2516, 1.8344, -0.0243]],
  "forces_ev_per_angstrom": [[1.1, 0.1, -1.1], [-1.2, -1.2, 1.7], [0.0, 1.7, 2.6], [-0.1, 0.1, -0.4], [-0.5, 0.1, -1.0], [-0.9, -1.4, -1.3], [0.6, 1.1, -1.4], [0.0, -0.1, 0.1], [1.0, -0.4, 0.9]],
  "e_homo_ev": [-9.89, -8.30],
  "e_above_lowest_kcal_mol": 92.1,
  "lumo_energy_ev": [-1.5, -2.4],
  "total_energy_ha": -1270.04906,
  "gap_ha": [0.3084, 0.2151],
  "fmax_ev_per_a": 3.13
}

***

{
  "formula": "C20H20BaN4O6",
  "method": "the ωB97M-V functional and the def2-TZVPD basis",
  "elements": ["C", "C", "H", "H", "H", "H", "H", "H", "C", "C", "C", "C", "H", "H", "H", "H", "N", "C", "C", "N", "C", "C", "C", "H", "H", "C", "H", "H", "Ba", "C", "H", "H", "H", "O", "C", "O", "C", "C", "C", "C", "C", "C", "N", "O", "O", "N", "O", "O", "H", "H", "H"],
  "coordinates": [[5.1777, 0.5922, 2.4897], [6.0775, 0.5832, 1.2575], [5.1596, 1.5815, 2.9534], [5.5470, -0.1099, 3.2417], [4.1502, 0.3081, 2.2443], [5.6438, 1.1571, 0.4359], [7.0552, 1.0165, 1.4849], [6.2525, -0.4349, 0.9016], [-1.6735, 2.9543, 0.7983], [-2.7640, 3.8060, 0.9249], [-3.2264, 4.4428, -0.2269], [-2.5980, 4.2159, -1.4731], [-1.2481, 2.3953, 1.6521], [-3.2326, 3.9590, 1.9097], [-4.0765, 5.1208, -0.1784], [-2.9289, 4.6938, -2.3884], [-1.0654, 2.7533, -0.3864], [-1.4948, 3.3398, -1.5287], [-0.7270, 2.9911, -2.7625], [0.3148, 2.1120, -2.6249], [1.0334, 1.7809, -3.7060], [-0.2832, 3.1800, -5.1539], [0.7839, 2.2796, -4.9947], [1.8560, 1.0749, -3.5211], [1.4024, 1.9711, -5.8345], [-1.0221, 3.5211, -4.0270], [-1.8626, 4.2173, -4.0917], [-0.5238, 3.5976, -6.1321], [0.8159, 1.0505, 0.2114], [2.7354, -0.0827, -1.4713], [3.1719, 0.8626, -1.7828], [2.0128, -0.5881, -2.1052], [2.9273, -0.4801, -0.4788], [0.8817, -1.8643, 0.4125], [-0.3383, -1.7238, 0.6973], [-0.9972, -0.6204, 0.5273], [-1.1296, -2.8343, 1.3177], [-2.4615, -2.6373, 1.7194], [-3.1851, -3.6982, 2.3081], [-2.5950, -4.9551, 2.5034], [-1.2645, -5.1392, 2.1047], [-0.5318, -4.0857, 1.5183], [-0.6361, -6.4188, 2.2909], [-1.3088, -7.3386, 2.8126], [0.5529, -6.5581, 1.9237], [-4.5497, -3.4904, 2.7133], [-5.0615, -2.3624, 2.5287], [-5.1664, -4.4496, 3.2346], [-2.9441, -1.6722, 1.5780], [-3.1547, -5.7678, 2.9533], [0.4993, -4.2461, 1.2189]],
  "forces_ev_per_angstrom": [[0.1, 0.0, 0.0], [0.1, 0.0, 0.0], [-0.1, 0.0, 0.0], [-0.1, 0.1, 0.0], [0.1, 0.0, 0.0], [0.0, -0.1, 0.0], [-0.1, 0.0, 0.0], [-0.1, 0.1, 0.0], [0.1, 0.2, -1.1], [-0.1, 0.0, 0.3], [0.4, -0.1, -0.8], [0.4, -0.5, 0.6], [-0.4, 0.4, -0.4], [0.2, 0.0, -0.7], [0.2, -0.2, 0.0], [-0.2, 0.0, 0.3], [-0.8, 0.6, 0.1], [-0.4, 0.1, 1.2], [1.2, -0.7, -1.1], [-0.8, 0.8, 0.0], [0.0, 0.0, 0.1], [0.7, -0.6, 0.3], [-0.7, 0.4, 0.4], [-0.4, 0.3, -0.1], [-0.1, 0.1, 0.2], [-0.7, 0.4, 0.7], [0.3, -0.2, -0.2], [0.0, -0.1, 0.3], [1.4, -0.9, -0.6], [-0.8, 0.9, 0.5], [0.3, -0.2, -0.1], [0.3, -0.1, 0.0], [0.5, -0.3, -0.3], [-1.8, 0.1, 0.7], [0.8, 1.3, -0.6], [0.2, -1.1, 0.3], [-0.5, -1.1, 0.5], [-0.2, -0.5, 0.2], [1.9, 0.0, -0.6], [0.1, 0.2, -0.1], [-0.7, 1.9, -0.4], [-0.4, -0.4, 0.2], [1.3, -2.8, 0.4], [1.2, 1.9, -1.0], [-2.5, 0.4, 0.7], [-2.9, 0.3, 0.9], [1.1, -2.2, 0.3], [1.4, 1.9, -1.1], [0.2, -0.3, 0.0], [0.1, 0.2, -0.1], [-0.2, 0.1, 0.0]],
  "e_homo_ev": -5.36,
  "e_above_lowest_kcal_mol": 18.7,
  "lumo_energy_ev": -1.1,
  "total_energy_ha": -1469.88563,
  "gap_ha": 0.1581,
  "fmax_ev_per_a": 3.13
}

***

{
  "formula": "C5H9NO",
  "method": "the ωB97M-V functional and the def2-TZVPD basis",
  "elements": ["O", "C", "C", "C", "C", "C", "N", "H", "H", "H", "H", "H", "H", "H", "H", "H"],
  "coordinates": [[3.1063, 1.5809, -0.5229], [2.0351, 1.8646, -0.0151], [1.0644, 0.7633, 0.6603], [-0.1476, 0.7248, -0.2081], [-1.2170, -0.3811, 0.0903], [-1.2265, -2.5782, -0.5469], [-0.5531, -1.4751, -0.5139], [1.6697, 2.9394, 0.4392], [1.0319, 1.3313, 1.5941], [1.5694, -0.1907, 0.7247], [0.2680, 0.6141, -1.3146], [-0.6395, 1.6942, -0.1419], [-1.5249, -0.4548, 1.1411], [-2.1089, -0.3189, -0.5101], [-1.7614, -3.1646, -1.2955], [-1.5660, -2.9491, 0.4193]],
  "forces_ev_per_angstrom": [[-2.2, 1.3, 0.4], [0.8, -1.1, 2.1], [1.9, 2.1, -1.2], [-1.3, 0.9, -1.5], [2.5, 1.5, 0.7], [0.2, 1.0, 2.4], [-1.7, -4.1, -3.6], [1.0, -1.6, -1.8], [-0.9, -0.9, 0.6], [0.2, -0.1, 0.1], [-1.4, 0.0, 2.2], [0.0, 0.3, -0.1], [0.2, 0.0, 0.2], [-0.3, 0.9, 0.0], [1.9, -0.3, -1.2], [-1.0, 0.2, 0.6]],
  "e_homo_ev": -8.61,
  "e_above_lowest_kcal_mol": 118.6,
  "lumo_energy_ev": 0.0,
  "total_energy_ha": -325.74852,
  "gap_ha": 0.3172,
  "fmax_ev_per_a": 5.77,
  "smiles": "C=NCCCC=O"
}

***

{
  "formula": "C21H25NO7",
  "method": "the ωB97M-V functional and the def2-TZVPD basis",
  "elements": ["C", "H", "O", "C", "C", "C", "C", "C", "C", "H", "H", "N", "C", "O", "C", "H", "H", "C", "C", "C", "C", "C", "C", "C", "H", "O", "C", "H", "H", "H", "O", "C", "H", "H", "H", "O", "C", "H", "H", "H", "H", "H", "C", "C", "O", "O", "H", "H", "H", "H", "H", "H", "H", "H"],
  "coordinates": [[-5.4224, -0.6236, -0.1209], [-5.6198, -0.3994, -1.1746], [-4.6410, -1.7851, 0.0251], [-3.3509, -1.7474, -0.4104], [-2.5611, -2.8496, -0.0815], [-1.2289, -2.8832, -0.4303], [-0.6526, -1.8242, -1.1291], [-1.4515, -0.7534, -1.5060], [-2.7850, -0.7109, -1.1435], [-3.3726, 0.1450, -1.4340], [-1.0188, 0.0587, -2.0653], [0.7330, -1.8463, -1.3360], [1.5099, -0.8524, -1.8520], [1.1229, -0.0157, -2.6379], [2.9240, -0.8649, -1.2896], [3.4214, -1.8149, -1.4870], [3.4838, -0.0731, -1.7878], [2.8557, -0.6076, 0.2368], [1.6454, 0.2411, 0.5571], [0.6475, -0.2455, 1.3903], [-0.5331, 0.4611, 1.5565], [-0.7369, 1.6772, 0.8779], [0.2926, 2.1876, 0.0769], [1.4721, 1.4644, -0.0642], [2.2536, 1.8459, -0.6981], [0.0889, 3.3858, -0.5546], [0.9305, 3.7136, -1.6376], [1.9267, 4.0142, -1.2965], [1.0166, 2.8803, -2.3409], [0.4553, 4.5610, -2.1307], [-1.9558, 2.2545, 1.0989], [-2.5220, 3.0798, 0.1058], [-2.0553, 4.0671, 0.0824], [-2.4464, 2.6251, -0.8854], [-3.5724, 3.1814, 0.3812], [-1.5831, 0.0519, 2.3204], [-1.4867, -1.1806, 2.9883], [-1.3647, -2.0099, 2.2838], [-0.6634, -1.1855, 3.7108], [-2.4299, -1.2986, 3.5192], [0.7855, -1.1963, 1.8800], [2.7514, -1.5683, 0.7512], [4.1547, 0.0274, 0.7412], [5.3147, -0.9316, 0.6512], [5.2344, -2.1215, 0.5037], [6.4875, -0.2990, 0.7737], [7.2231, -0.9308, 0.7350], [4.4056, 0.9342, 0.1910], [4.0439, 0.3051, 1.7930], [1.2143, -2.5533, -0.7976], [-0.6207, -3.7302, -0.1432], [-3.0120, -3.6605, 0.4688], [-4.9429, 0.2381, 0.3540], [-6.3650, -0.8371, 0.3810]],
  "forces_ev_per_angstrom": [[-0.1, 0.2, 0.0], [0.0, 0.0, 0.0], [0.1, -0.2, 0.0], [0.2, -0.1, 0.0], [-0.2, 0.2, 0.0], [0.0, 0.1, -0.1], [-0.4, 0.1, -0.1], [0.3, 0.0, -0.1], [-0.4, -0.1, 0.2], [-0.1, 0.1, 0.0], [0.0, 0.0, 0.0], [0.1, -0.5, 0.0], [0.6, -0.3, -0.2], [-0.1, 0.2, -0.1], [-0.2, 0.0, 0.0], [0.0, 0.0, 0.0], [-0.1, 0.0, -0.1], [0.2, 0.1, 0.1], [0.0, 0.2, 0.3], [0.0, 0.0, 0.1], [-0.2, 0.2, 0.0], [-0.2, 0.0, 0.1], [-0.1, 0.0, 0.1], [0.1, 0.0, 0.1], [0.1, 0.1, -0.2], [-0.2, -0.2, 0.4], [0.1, 0.1, -0.2], [0.0, 0.0, 0.0], [0.0, 0.0, 0.0], [0.1, 0.0, 0.0], [0.5, -0.1, 0.2], [-0.2, 0.3, -0.2], [-0.1, -0.1, 0.0], [0.0, 0.0, 0.0], [0.0, 0.0, -0.1], [0.2, 0.3, -0.3], [0.1, -0.2, 0.1], [0.0, 0.1, 0.1], [0.0, 0.0, 0.0], [0.1, 0.0, 0.0], [0.0, -0.1, 0.0], [0.0, 0.1, 0.0], [-0.1, -0.3, 0.0], [0.0, -0.1, 0.0], [-0.1, -0.2, 0.0], [0.4, 0.5, 0.1], [-0.3, -0.1, 0.0], [0.0, 0.1, 0.0], [0.1, 0.0, 0.0], [0.0, 0.2, 0.0], [0.1, -0.1, 0.0], [0.0, -0.1, 0.1], [0.0, 0.0, 0.0], [0.0, 0.1, -0.1]],
  "e_homo_ev": -7.70,
  "e_above_lowest_kcal_mol": 57.1,
  "lumo_energy_ev": 0.6,
  "total_energy_ha": -1396.65077,
  "gap_ha": 0.3036,
  "fmax_ev_per_a": 0.70,
  "smiles": "COc1ccc(NC(=O)C[C@@H](CC(=O)O)c2cc(OC)c(OC)c(OC)c2)cc1"
}